Record 1
DFT (ωB97M-V with the def2-TZVPD basis set) results for C12H24HgO12S2 as an isolated structure.

Atoms and positions in Å:
Hg1 2.212 -20.341 0.987
S1 4.176 -25.397 -2.537
S2 -2.975 -22.426 -1.869
O1 0.079 -18.014 3.637
O2 5.548 -25.688 -2.108
O3 3.530 -24.143 -2.123
O4 2.272 -25.353 5.216
O5 -1.993 -21.650 -1.053
O6 8.544 -20.180 1.410
O7 -2.305 -23.353 -2.736
O8 6.486 -19.691 0.833
O9 2.076 -24.024 3.651
O10 1.780 -17.170 -2.038
O11 6.704 -20.781 2.629
O12 1.058 -26.018 3.476
C1 3.918 -25.512 -4.334
C2 -5.454 -21.705 -2.136
C3 0.939 -16.691 -3.055
C4 -4.196 -21.499 -2.923
C5 3.161 -26.953 -2.160
C6 7.211 -20.252 1.614
C7 -5.434 -23.159 -1.686
C8 1.832 -25.151 4.069
C9 2.599 -27.404 -3.538
C10 -1.328 -18.058 3.456
C11 3.724 -26.999 -4.564
C12 -4.183 -23.402 -0.826
H1 -6.433 -21.529 -2.581
H2 1.344 -26.709 4.079
H3 0.647 -17.535 -3.680
H4 -4.303 -23.030 0.191
H5 -4.187 -22.135 -3.807
H6 4.570 -27.679 -4.456
H7 4.666 -24.897 -4.835
H8 -3.812 -24.410 -0.645
H9 1.690 -26.818 -3.674
H10 -5.642 -23.925 -2.433
H11 2.233 -26.859 -1.595
H12 1.334 -16.005 -3.805
H13 -1.457 -17.778 2.410
H14 2.416 -28.463 -3.360
H15 2.944 -25.081 -4.568
H16 3.867 -27.736 -1.885
H17 -1.868 -17.387 4.124
H18 -1.890 -18.961 3.693
H19 0.042 -16.183 -2.700
H20 3.289 -27.138 -5.554
H21 -5.531 -21.062 -1.260
H22 8.616 -20.089 0.458
H23 -3.688 -20.545 -3.065
H24 -6.341 -23.289 -1.095

- gap between HOMO and LUMO (eV) = 2.020
- energy (Eh) = -2323.92456
- molar mass (Da) = 625.04
- max |F| (eV Å⁻¹) = 6.00
- LUMO energy (eV) = 0.03
- charge = -2

***

Record 2
DFT (ωB97M-V with the def2-TZVPD basis set) results for C12H24IO7W as an isolated structure.

Atoms and positions in Å:
W1 0.550 0.615 -0.280
I1 1.472 3.100 -0.012
O1 1.114 0.345 1.782
O2 0.760 -1.562 0.097
O3 3.556 0.332 -1.291
O4 -1.878 -0.901 -0.478
O5 -0.837 1.467 -1.630
O6 -1.142 1.246 0.908
O7 0.378 -0.495 -2.101
C1 0.107 0.654 2.818
C2 -0.521 1.538 -3.047
C3 1.867 -0.876 2.073
C4 0.282 0.275 -3.349
C5 -0.841 1.675 2.269
C6 -2.604 -1.583 0.569
C7 1.026 -1.794 -2.295
C8 1.422 -2.350 -0.935
C9 -1.803 2.435 -1.114
C10 2.510 0.483 -0.917
C11 1.096 -1.997 1.456
C12 -2.251 1.951 0.246
H1 -2.537 2.803 0.860
H2 1.903 -1.659 -2.927
H3 2.499 -2.306 -0.777
H4 -2.331 -1.105 1.508
H5 -3.067 1.241 0.193
H6 -0.393 -0.278 3.077
H7 -2.647 2.456 -1.802
H8 1.290 0.497 -3.693
H9 0.050 2.443 -3.243
H10 -0.419 2.677 2.231
H11 -1.761 1.684 2.852
H12 0.152 -2.200 1.954
H13 2.853 -0.735 1.635
H14 1.094 -3.381 -0.828
H15 1.682 -2.914 1.418
H16 -1.464 1.571 -3.588
H17 -2.191 -1.225 -1.329
H18 0.306 -2.422 -2.815
H19 1.978 -0.981 3.151
H20 -1.321 3.410 -1.093
H21 -0.215 -0.366 -4.075
H22 -2.342 -2.639 0.606
H23 -3.678 -1.482 0.424
H24 0.639 1.046 3.683

- gap between HOMO and LUMO (spin up / spin down) (eV) = 6.826 / 6.811
- relative energy (zero: lowest compared OMol25 entry of this formula, charge and spin) (kcal per mole) = 10.3
- energy (Eh) = -1361.99075
- molar mass (Da) = 591.06
- max |F| (eV Å⁻¹) = 1.76
- LUMO energy (spin up / spin down) (eV) = -12.03 / -11.98
- charge = +3